1.
Molecular formula: C22H24N6O3OsS3Si
Method: DFT, wB97M-V/def2-TZVPD

Summary:
Gap between HOMO and LUMO (eV): 6.6
Relative energy (zero: lowest compared OMol25 entry of this formula, charge and spin) (kcal/mol): 2.33
E_HOMO (Eh): -0.51558
LUMO level (eV): -7.41
Net charge: +2
M (g/mol): 734.99
Multiplicity: 1

Each line ends with the natural charge from an NBO analysis.
Element x y z (Å)
Os  -0.18129  -0.10283  0.53782  1.260
N  1.58062  1.21914  3.25762  -0.765
C  0.66405  0.28195  3.48910  0.306
N  0.00439  -0.38098  2.52224  -0.523
C  -0.77309  -1.42829  3.06422  0.112
C  -0.81111  -1.44926  4.40179  -0.382
S  0.21717  -0.22513  5.06670  0.528
C  -1.32714  -2.33344  2.07268  0.098
C  -2.00215  -3.48718  2.20442  -0.381
S  -2.31467  -4.17431  0.65279  0.506
C  -1.51362  -2.85075  -0.10883  0.282
N  -1.05155  -1.96580  0.75614  -0.505
N  -1.42653  -2.72564  -1.44141  -0.783
H  2.15006  1.13481  2.41457  0.453
H  2.05655  1.61914  4.05290  0.430
H  -1.34400  -2.12666  5.04814  0.280
H  -2.31555  -3.98937  3.10413  0.276
H  -1.70295  -3.48938  -2.03509  0.428
H  -0.80933  -2.02291  -1.82360  0.433
C  -3.66166  0.23552  -2.01423  -1.139
Si  -3.46453  0.78792  -0.25571  1.766
C  -4.07508  2.50285  0.07392  -1.142
C  -4.07978  -0.46258  0.96669  -1.138
N  -1.65567  0.92375  0.09412  -0.679
C  -0.79855  1.99497  -0.26110  0.202
C  0.18278  2.31938  0.69996  -0.369
C  1.31587  3.05997  0.29007  -0.142
C  1.43130  3.48038  -1.00750  -0.197
C  0.40827  3.20439  -1.93584  -0.128
C  -0.68721  2.45816  -1.58558  -0.257
H  -4.71736  0.01330  -2.19133  0.274
H  -3.09896  -0.67738  -2.21546  0.248
H  -3.36885  0.99743  -2.73703  0.252
H  -5.15488  2.54552  -0.08607  0.275
H  -3.61864  3.23644  -0.59331  0.257
H  -3.88403  2.80935  1.10405  0.258
H  -5.17208  -0.43051  0.98132  0.275
H  -3.73731  -0.24362  1.98020  0.250
H  -3.79229  -1.48276  0.70770  0.237
H  -0.06444  2.26232  1.75059  0.261
H  2.06160  3.33961  1.02239  0.240
H  2.28816  4.06342  -1.31554  0.248
H  0.49865  3.57137  -2.94987  0.245
H  -1.43969  2.19186  -2.31501  0.240
O  3.78226  -2.03939  1.43704  -0.860
S  3.39192  -0.89714  0.68970  2.318
O  3.53886  0.41669  1.26572  -0.946
N  1.78436  -1.01078  0.22413  -0.841
C  1.66209  -0.83489  -1.06944  0.631
O  0.46251  -0.52345  -1.42592  -0.639
C  2.89491  -0.87420  -1.85525  -0.099
C  3.09142  -0.85636  -3.22374  -0.154
C  4.40181  -0.91140  -3.68690  -0.175
C  5.47397  -0.97834  -2.80364  -0.146
C  5.27911  -0.98743  -1.42259  -0.152
C  3.97835  -0.92973  -0.98125  -0.315
H  2.25612  -0.81119  -3.90936  0.240
H  4.59158  -0.90715  -4.75129  0.247
H  6.48146  -1.02326  -3.19418  0.249
H  6.11379  -1.03613  -0.73684  0.257

***

2.
Molecular formula: C42H110N2O14
Method: DFT, wB97M-V/def2-TZVPD

Summary:
Gap between HOMO and LUMO (eV): 9.4
Relative energy (zero: lowest compared OMol25 entry of this formula, charge and spin) (kcal/mol): 28.50
E_HOMO (Eh): -0.33014
LUMO level (eV): 0.40
Net charge: 0
M (g/mol): 867.34
Structure (SMILES): COCCNCCOC.COCCNCCOC.CC(C)O.CC(C)O.CC(C)O.CC(C)O.CC(C)O.CC(C)O.CC(C)O.CC(C)O.CC(C)O.CC(C)O
Multiplicity: 1

Each line ends with the Mulliken charge.
Element x y z (Å)
C  15.49459  -3.22052  1.89134  0.410
O  16.64479  -2.62136  1.31839  -0.435
C  16.41771  -2.01391  0.06257  -1.066
C  15.82505  -0.60744  0.17502  1.285
N  15.35906  -0.18088  -1.14527  -0.125
C  15.33839  1.26547  -1.39519  -0.512
C  16.67755  1.95913  -1.19459  -0.862
O  17.59988  1.34477  -2.08143  -0.366
C  18.91173  1.82385  -1.89291  -0.781
H  14.56317  -2.80943  1.48774  -0.198
H  15.46661  -3.03963  2.96672  -0.368
H  15.53974  -4.29470  1.69492  0.378
H  15.83907  -2.69026  -0.57840  0.359
H  17.41355  -1.89641  -0.37596  0.439
H  16.63402  -0.01306  0.61189  0.142
H  14.98514  -0.63333  0.87526  -0.975
H  16.03800  -0.56741  -1.79781  0.410
H  14.58560  1.70161  -0.73481  0.107
H  15.07810  1.40404  -2.44601  0.308
H  16.96033  1.88642  -0.13834  0.400
H  16.64160  3.01694  -1.48485  0.692
H  19.32088  1.53475  -0.91973  0.303
H  18.92886  2.91662  -1.98758  0.302
H  19.54914  1.40901  -2.67171  0.264
C  12.62935  -3.19429  4.06754  -0.669
O  13.57229  -3.22407  5.12268  0.032
C  13.12854  -4.05330  6.19927  -1.051
C  14.02550  -3.77355  7.37941  -0.064
N  13.46083  -4.40163  8.58793  -0.455
C  14.43348  -4.41861  9.68685  -0.658
C  14.45981  -3.07767  10.43158  -0.413
O  13.18522  -2.49998  10.51428  -0.385
C  13.25627  -1.09154  10.70931  -0.574
H  12.93427  -2.46288  3.32330  -0.364
H  11.63953  -2.92158  4.44933  0.499
H  12.56207  -4.17954  3.59288  0.474
H  13.10352  -5.08261  5.83475  0.259
H  12.11757  -3.73232  6.48773  0.274
H  14.13829  -2.68626  7.47699  0.166
H  15.03163  -4.17282  7.21643  0.338
H  12.75642  -3.72731  8.87930  0.447
H  15.42036  -4.63984  9.28199  0.328
H  14.19000  -5.22497  10.38346  0.345
H  15.13083  -2.40476  9.86382  0.207
H  14.99532  -3.12060  11.39127  0.489
H  13.68970  -0.90268  11.69671  0.324
H  12.24879  -0.68572  10.67726  0.176
H  13.84894  -0.61943  9.92271  0.227
C  6.18271  -1.36556  4.43357  -1.365
C  6.31291  0.15053  4.31209  0.604
C  7.61212  0.61287  3.71478  -0.329
O  5.26460  0.67164  3.45601  -0.530
H  7.13691  -1.89195  4.42474  0.208
H  5.60411  -1.78658  3.60683  0.402
H  5.62294  -1.60055  5.34078  0.391
H  6.13703  0.62561  5.28208  0.276
H  8.48377  0.68393  4.36521  0.004
H  7.56642  1.61129  3.26375  0.167
H  7.84028  0.00082  2.83234  -0.186
H  4.48183  0.13691  3.61919  0.284
C  16.81798  -1.35769  5.69756  -1.268
C  15.91630  -0.14416  5.81218  0.542
C  15.98963  0.75922  4.57582  -1.050
O  14.55780  -0.54964  6.01967  0.328
H  16.69137  -1.99772  6.58024  0.290
H  17.88057  -1.11665  5.68118  0.481
H  16.57083  -2.00800  4.85332  0.099
H  16.18702  0.38535  6.72756  0.337
H  15.52261  1.70434  4.86399  0.358
H  15.42570  0.29484  3.76980  -0.124
H  17.02593  0.97788  4.32291  0.449
H  14.39559  -1.35749  5.51547  -0.239
C  10.07331  4.71433  4.15485  -0.753
C  10.89334  5.87045  3.59739  0.478
C  12.03904  6.21729  4.53262  -1.412
O  11.48598  5.43041  2.36351  -0.410
H  9.38221  5.00084  4.94654  0.465
H  10.76004  3.93210  4.50499  -0.036
H  9.53031  4.12812  3.40594  0.110
H  10.20450  6.70749  3.44815  0.340
H  12.65343  6.98581  4.06269  0.368
H  12.64230  5.33055  4.71686  0.232
H  11.61204  6.59555  5.46089  0.443
H  10.79369  5.34412  1.69854  0.244
C  10.51976  -3.22154  -2.95249  -1.303
C  11.77317  -3.48160  -2.11423  0.447
C  12.36532  -2.23172  -1.52310  0.158
O  11.43728  -4.33247  -0.99721  -0.580
H  10.75001  -2.44860  -3.68903  0.391
H  9.61277  -2.92577  -2.42086  0.143
H  10.21721  -4.13545  -3.47495  0.411
H  12.48124  -3.98417  -2.78002  0.484
H  11.65090  -1.79918  -0.82214  -0.405
H  12.59114  -1.48563  -2.28671  0.349
H  13.32861  -2.44771  -1.06058  -0.337
H  11.29571  -5.22490  -1.32842  0.262
C  11.73237  1.09703  5.63030  0.298
C  11.55829  1.02833  7.12069  0.220
C  10.69936  -0.11932  7.62834  -1.009
O  12.86241  0.97297  7.74748  -0.636
H  12.27802  1.98139  5.28961  -0.013
H  10.75016  1.15114  5.14719  -0.321
H  12.29930  0.26703  5.20213  0.016
H  11.20666  1.97748  7.53271  0.403
H  9.81910  -0.33169  7.01836  0.217
H  10.36264  0.13680  8.63482  0.315
H  11.27180  -1.04492  7.72275  0.051
H  13.43706  0.45421  7.16284  0.292
C  11.91609  3.19462  -3.68260  -1.091
C  10.74603  2.24119  -3.45522  0.470
C  11.00533  1.37423  -2.22413  -0.448
O  9.60017  3.06469  -3.25004  -0.582
H  12.76534  2.60871  -4.04809  0.313
H  12.23636  3.64025  -2.74143  0.032
H  11.66145  3.93898  -4.43400  0.423
H  10.61179  1.59470  -4.32976  0.250
H  10.21667  0.62259  -2.15085  0.218
H  10.99638  2.00543  -1.33507  0.184
H  11.99768  0.92097  -2.26961  -0.070
H  8.89206  2.51091  -2.90408  0.246
C  6.13204  3.30007  -0.96061  -1.490
C  6.82923  2.38732  0.01512  0.785
C  6.68213  0.91895  -0.40328  -1.096
O  8.24111  2.63792  -0.01384  -0.463
H  6.53877  3.14884  -1.96285  0.234
H  6.21104  4.36464  -0.73313  0.371
H  5.05736  3.10447  -0.99272  0.401
H  6.42245  2.47917  1.02887  0.114
H  5.65046  0.57267  -0.26356  0.485
H  7.26333  0.29966  0.27088  0.026
H  6.92998  0.82248  -1.45979  0.320
H  8.65683  1.80436  0.24506  -0.094
C  15.44646  6.08964  2.12968  -1.086
C  14.60524  6.21776  0.83206  0.372
C  14.06001  4.88415  0.33962  -0.796
O  13.52828  7.14022  1.05032  -0.611
H  16.42211  6.56789  2.06304  0.345
H  15.55420  5.03198  2.38799  0.212
H  14.92652  6.55356  2.96689  0.229
H  15.29607  6.59886  0.08024  0.407
H  13.20527  5.02542  -0.32373  0.337
H  13.70056  4.17179  1.08928  0.258
H  14.86156  4.34693  -0.18098  0.056
H  12.87753  6.65053  1.57491  0.273
C  7.71963  -2.49953  0.46243  -0.601
C  8.56470  -3.39509  1.33463  0.612
C  8.33975  -4.86192  0.97094  -1.500
O  9.97409  -3.11356  1.12659  0.042
H  7.69762  -1.45732  0.76302  -0.514
H  6.65013  -2.75121  0.49428  0.484
H  7.96574  -2.63054  -0.59425  0.177
H  8.38091  -3.18375  2.38854  0.127
H  8.83013  -5.56149  1.64683  0.337
H  8.68152  -5.02965  -0.05191  0.312
H  7.27650  -5.11814  1.01422  0.436
H  10.22699  -3.61219  0.33272  -0.046
C  12.34057  -0.17412  1.61982  0.085
C  10.99039  0.47561  1.89189  1.448
C  11.08286  1.97055  1.89482  -1.218
O  10.08879  0.14807  0.82611  1.267
H  12.74458  0.24417  0.69422  -0.331
H  12.24413  -1.24872  1.41827  0.125
H  13.00792  -0.15835  2.48580  -0.098
H  10.61872  -0.01694  2.79869  0.086
H  10.07920  2.39409  2.04347  -0.138
H  11.41823  2.44077  0.97284  -0.247
H  11.56773  2.38888  2.77997  0.426
H  9.91398  -0.80468  0.85373  -0.917

***

3.
Molecular formula: C4H9ClSi
Method: DFT, wB97M-V/def2-TZVPD

Summary:
Gap between HOMO and LUMO (alpha / beta) (eV): 7.5 / 6.1
Relative energy (zero: lowest compared OMol25 entry of this formula, charge and spin) (kcal/mol): 20.75
E_HOMO (alpha / beta) (Eh): -0.24089 / -0.37325
LUMO level (alpha / beta) (eV): 0.98 / -4.02
Net charge: 0
M (g/mol): 120.65
Multiplicity: 3

Each line ends with the natural charge from an NBO analysis.
Element x y z (Å)
C  0.66652  -0.09470  -1.79543  -0.358
C  1.29422  0.80094  -1.06574  -0.627
C  -1.58577  0.50868  0.54750  -0.629
C  -0.37922  -0.15589  1.29840  -0.911
Si  1.25204  0.47568  0.78967  0.997
Cl  0.59550  -3.01891  0.30018  -0.038
H  0.57789  0.05486  -2.93166  0.186
H  0.28811  -1.00252  -1.51685  0.186
H  1.85794  1.51042  -1.57239  0.220
H  -1.28089  0.49150  -0.50928  0.220
H  -2.55264  -0.07887  0.40758  0.212
H  -2.02311  1.47655  0.92643  0.225
H  -0.57899  -1.23712  1.12724  0.233
H  -0.50627  0.06368  2.37641  0.253
H  2.37465  0.20569  1.61793  -0.168

***

Which formula does entry 2 have? C42H110N2O14

***

Which value of M does entry 2 give? 867.34 g/mol

***

The highest multiplicity belongs to which entry? C4H9ClSi

***

What is the net charge in the third record? 0